Record 1
A molecular structure, C20H16GdN8S2 in a non-equilibrium geometry. Source: the OMol25 dataset; level of theory: wB97M-V/def2-TZVPD.

Each line ends with the Mulliken spin population.
Atoms and positions in Å:
Gd1 -0.32 -0.02 0.20  7.500
C1 4.30 -0.06 -1.53  0.001
C2 2.84 -0.05 -1.25  -0.016
N1 2.27 -0.03 -0.03  -0.056
N2 3.05 0.00 1.05  0.009
C3 2.53 -0.02 2.32  -0.020
N3 3.40 0.04 3.30  -0.003
S1 0.86 -0.09 2.66  -0.120
C4 1.90 -0.03 -2.35  0.010
C5 2.33 -0.02 -3.68  -0.003
C6 1.39 0.00 -4.70  0.000
C7 0.04 0.01 -4.38  0.000
C8 -0.33 0.00 -3.03  -0.017
N4 0.56 -0.03 -2.04  -0.025
H1 4.94 -0.09 -0.65  0.000
H2 4.59 0.82 -2.11  0.000
H3 4.56 -0.94 -2.13  0.000
H4 4.06 0.03 0.93  -0.002
H5 4.40 0.11 3.17  -0.001
H6 3.07 0.02 4.25  0.000
H7 3.38 -0.03 -3.93  0.000
H8 1.71 0.00 -5.73  0.000
H9 -0.72 0.02 -5.15  0.000
H10 -1.37 0.00 -2.75  0.007
S2 -8.17 0.01 0.05  0.000
N5 -7.13 -1.24 0.03  0.000
C9 -5.91 -0.71 0.00  -0.001
C10 -4.68 -1.45 -0.02  -0.001
C11 -4.65 -2.85 0.01  0.001
C12 -3.42 -3.49 -0.01  -0.001
C13 -2.27 -2.72 -0.05  -0.008
N6 -2.27 -1.38 -0.06  -0.116
C14 -3.47 -0.72 -0.05  -0.007
C15 -3.46 0.72 -0.04  -0.007
N7 -2.26 1.38 -0.05  -0.119
C16 -2.26 2.72 -0.03  -0.005
C17 -3.41 3.49 0.01  -0.001
C18 -4.64 2.85 0.02  0.001
C19 -4.68 1.45 -0.01  0.000
C20 -5.90 0.72 0.00  -0.001
N8 -7.13 1.25 0.03  0.000
H11 -5.58 -3.39 0.05  0.000
H12 -3.36 -4.57 0.02  0.000
H13 -1.30 -3.21 -0.08  0.001
H14 -1.29 3.21 -0.05  0.001
H15 -3.34 4.57 0.04  0.000
H16 -5.57 3.40 0.06  0.000

Multiplicity: 8
HOMO level (alpha / beta) in eV: -16.88 / -16.88
Total charge: +3
Molecular weight in g/mol: 589.79
Maximum force in hartree/bohr: 0.068
Gap between HOMO and LUMO (alpha / beta) in eV: 5.198 / 6.977

=====

Record 2
A molecular structure, C20H28N2O2S in a non-equilibrium geometry. Source: the OMol25 dataset; level of theory: wB97M-V/def2-TZVPD.

Each line ends with the natural charge from an NBO analysis.
Atoms and positions in Å:
C1 6.59 0.96 0.87  -0.631
C2 5.54 0.04 0.61  -0.197
C3 5.46 -1.19 0.89  -0.231
C4 4.11 -1.88 0.59  -0.185
C5 3.20 -1.12 -0.08  -0.205
C6 1.78 -1.23 -0.30  0.472
N1 0.96 -0.38 -0.72  -0.505
C7 -0.15 -0.87 -1.25  0.121
C8 -0.07 -2.16 -0.82  0.234
O1 1.28 -2.40 -0.24  -0.407
C9 -1.00 -3.15 -0.72  -0.707
H1 -0.51 -4.14 -1.18  0.226
H2 -1.75 -3.32 -1.52  0.264
H3 -1.30 -3.46 0.30  0.244
C10 -1.32 -0.20 -1.86  -0.250
N2 -2.33 0.15 -0.57  -0.443
C11 -1.73 1.04 0.27  -0.234
C12 -1.46 2.52 -0.28  -0.225
H4 -2.11 3.00 -1.11  0.200
C13 -1.15 3.70 0.81  -0.377
H5 -0.98 3.22 1.59  0.167
H6 -1.99 4.54 0.95  0.197
C14 0.16 4.14 0.00  -0.405
H7 1.01 4.09 0.71  0.212
H8 0.08 5.14 -0.84  0.207
C15 0.06 2.82 -0.97  -0.400
H9 0.01 2.82 -2.04  0.187
H10 0.70 2.15 -0.78  0.198
H11 -2.62 1.30 1.09  0.211
H12 -0.84 0.76 0.78  0.221
C16 -3.60 0.55 -1.22  -0.237
H13 -3.87 1.48 -1.39  0.196
C17 -4.64 -0.15 -0.21  0.151
C18 -4.40 -1.78 0.08  -0.424
H14 -3.32 -1.85 0.09  0.228
H15 -4.80 -2.14 -0.55  0.168
C19 -4.87 -1.77 1.36  -0.428
H16 -5.98 -1.92 1.80  0.215
H17 -4.44 -2.53 2.12  0.199
C20 -4.69 -0.26 2.17  -0.030
H18 -5.14 -0.16 3.06  0.183
H19 -3.66 -0.28 2.65  0.129
O2 -4.87 0.47 1.03  -0.548
H20 -5.70 -0.23 -0.71  0.153
H21 -3.85 0.04 -2.22  0.204
H22 -1.65 -0.94 -2.43  0.208
H23 -0.86 0.57 -2.26  0.207
S1 4.03 0.48 -0.02  0.384
H24 3.82 -2.79 0.68  0.194
H25 5.99 -1.77 1.39  0.191
H26 6.88 1.42 -0.22  0.220
H27 6.30 1.83 1.39  0.238
H28 7.57 0.48 1.13  0.241

HOMO level in eV: -8.02
Molecular weight in g/mol: 360.52
Maximum force in hartree/bohr: 0.356
Gap between HOMO and LUMO in eV: 8.599